# 1
{
  "formula": "C24H23N3O3",
  "method": "ωB97M-V with the def2-TZVPD basis set",
  "homo_ev": -7.17,
  "mol_weight_g_mol": 401.47,
  "orbital_gap_ev": 5.88,
  "e_above_lowest_ev": 7.6619,
  "e_lumo_ha": -0.0473,
  "fmax_ev_per_a": 1.89,
  "energy_ev": -35868.045,
  "elements": ["C", "N", "C", "C", "C", "C", "C", "C", "C", "C", "C", "C", "C", "C", "C", "N", "C", "C", "C", "C", "H", "H", "H", "H", "H", "H", "H", "H", "H", "H", "H", "H", "H", "H", "H", "H", "H", "H", "H", "O", "C", "C", "C", "C", "N", "O", "O", "C", "C", "H", "H", "H", "H"],
  "xyz": [[-6.7634, -0.6981, 1.6962], [-5.7266, -1.3337, 0.9067], [-6.1745, -2.4438, 0.0787], [-4.4114, -0.8653, 0.8647], [-3.4055, -1.5698, 1.5743], [-2.0844, -1.1786, 1.4532], [-1.6778, -0.0873, 0.6501], [-0.2726, 0.3900, 0.5987], [0.7725, -0.5870, 0.5439], [2.2066, -0.3783, 0.6590], [3.0086, 0.7240, 0.9541], [4.4061, 0.5792, 0.9086], [4.9991, -0.6923, 0.8634], [4.1842, -1.8306, 0.7921], [2.8190, -1.6567, 0.5968], [1.8076, -2.6210, 0.5173], [2.0028, -4.0530, 0.8030], [0.5923, -1.9843, 0.3706], [-2.7037, 0.6317, -0.0007], [-4.0375, 0.2564, 0.1009], [-6.3363, -0.1154, 2.5194], [-7.3826, -0.0313, 1.0827], [-7.4020, -1.4821, 2.1161], [-5.3200, -3.0432, -0.2520], [-6.8516, -3.0719, 0.6672], [-6.7083, -2.0750, -0.8097], [-3.6823, -2.3915, 2.2262], [-1.3248, -1.7207, 2.0433], [-0.1159, 1.3791, 1.0826], [2.5571, 1.6782, 1.2522], [5.0317, 1.4803, 0.9533], [6.0796, -0.7851, 0.9132], [4.6094, -2.8211, 0.8768], [3.0653, -4.2928, 0.9007], [1.5193, -4.3341, 1.7564], [1.5636, -4.6647, 0.0125], [-0.3133, -2.5301, 0.1265], [-2.4036, 1.5058, -0.5759], [-4.8000, 0.8339, -0.4318], [0.4527, 1.5358, -0.8906], [1.4152, 2.2260, -1.3757], [2.2395, 1.6728, -2.4277], [3.1244, 2.4685, -3.0994], [3.3288, 3.8037, -2.7047], [4.4637, 4.4901, -3.2021], [4.6900, 5.6419, -2.7793], [5.2000, 3.9166, -4.0321], [2.5358, 4.3804, -1.6875], [1.6442, 3.6047, -0.9894], [2.1017, 0.6158, -2.6543], [3.6982, 2.0872, -3.9387], [2.6909, 5.4386, -1.4720], [1.0878, 3.9980, -0.1378]],
  "forces_ev_per_a": [[0.316, 0.175, -0.325], [-0.714, -0.521, 0.478], [0.364, 0.495, 0.084], [0.910, -0.182, -0.029], [-0.436, 0.922, -0.765], [1.168, -0.235, 0.308], [-1.175, 0.368, -0.600], [1.276, -0.323, 1.333], [-0.461, -0.434, 0.036], [0.301, -0.510, 0.605], [0.391, 0.236, -0.243], [-0.420, 0.244, 0.324], [-0.818, -0.091, -0.165], [0.382, 0.258, -0.178], [-0.221, 0.560, 0.794], [-0.847, 0.150, -0.407], [-0.408, 0.088, 0.063], [1.350, 0.487, 0.399], [0.623, 0.140, 0.345], [-0.015, -0.224, 0.119], [-0.011, -0.119, -0.169], [-0.164, 0.046, 0.146], [-0.042, 0.161, 0.054], [-0.149, 0.091, 0.063], [0.051, -0.059, -0.161], [-0.023, -0.221, 0.003], [-0.001, 0.052, -0.141], [-0.478, 0.416, -0.347], [0.085, -1.166, -0.336], [0.243, -0.286, -0.596], [-0.276, -0.490, 0.187], [-0.184, -0.058, 0.000], [0.109, 0.012, -0.129], [-0.268, 0.241, -0.206], [0.176, 0.293, -0.379], [0.119, 0.083, 0.003], [0.284, 0.031, 0.242], [-0.167, -0.176, -0.029], [0.238, -0.307, 0.211], [-1.380, -0.310, -0.450], [0.753, 0.653, -0.437], [-0.739, 0.318, 0.744], [0.440, 0.182, 0.003], [-0.832, -0.654, 0.519], [1.201, 1.143, -0.910], [-0.183, -1.379, -0.560], [-0.916, 0.800, 1.085], [0.769, 0.020, -0.205], [-0.199, -0.854, -0.273], [-0.041, 0.319, -0.149], [0.060, 0.001, 0.273], [0.000, -0.390, 0.147], [-0.041, 0.002, -0.377]]
}

***

# 2
{
  "formula": "C24H23N3O3PRhS",
  "method": "ωB97M-V with the def2-TZVPD basis set",
  "total_charge": 2,
  "homo_ev": [-14.64, -14.64],
  "mol_weight_g_mol": 567.41,
  "orbital_gap_ev": [6.63, 6.62],
  "e_above_lowest_ev": 0.4287,
  "e_lumo_ha": [-0.2941, -0.2947],
  "fmax_ev_per_a": 1.46,
  "energy_ev": -58992.624,
  "elements": ["Rh", "O", "N", "C", "C", "C", "C", "C", "S", "H", "H", "H", "H", "N", "C", "N", "O", "H", "H", "H", "H", "O", "P", "C", "C", "C", "C", "C", "C", "C", "C", "C", "C", "C", "C", "C", "C", "C", "C", "C", "C", "H", "H", "H", "H", "H", "H", "H", "H", "H", "H", "H", "H", "H", "H", "H"],
  "xyz": [[-1.5891, 1.1983, -0.0554], [-2.1754, 0.6710, 1.8340], [-3.0414, -0.3312, 1.9967], [-3.2243, -0.8350, 3.2439], [-4.0886, -1.8668, 3.4419], [-4.7964, -2.3970, 2.3566], [-4.6206, -1.8445, 1.1110], [-3.7220, -0.7900, 0.9424], [-3.4562, -0.0480, -0.5748], [-2.6489, -0.3586, 4.0226], [-4.2181, -2.2550, 4.4417], [-5.4765, -3.2272, 2.4922], [-5.1561, -2.2049, 0.2423], [-2.8526, 4.2101, -2.8196], [-2.0845, 3.2384, -2.3293], [-1.0732, 2.7569, -3.0637], [-2.3258, 2.7948, -1.1646], [-2.6808, 4.6461, -3.7083], [-3.5807, 4.5873, -2.2366], [-0.9055, 3.0732, -4.0034], [-0.5746, 1.9430, -2.7302], [-0.1302, 0.5854, -1.5188], [1.0650, 0.0089, -0.7067], [0.9126, -1.7502, -0.4480], [-0.3357, -2.2822, -0.1069], [-0.4776, -3.6425, 0.1008], [0.6282, -4.4785, -0.0347], [1.8669, -3.9570, -0.3745], [2.0165, -2.5917, -0.5802], [1.0125, 0.7885, 0.9088], [0.5283, 2.1055, 1.0138], [0.4963, 2.7349, 2.2572], [0.9609, 2.0691, 3.3775], [1.4494, 0.7701, 3.2707], [1.4638, 0.1215, 2.0412], [2.6197, 0.3324, -1.4867], [3.7768, 0.5530, -0.7394], [4.9808, 0.7520, -1.3968], [5.0258, 0.7323, -2.7851], [3.8729, 0.5084, -3.5284], [2.6633, 0.3072, -2.8843], [-1.1899, -1.6247, -0.0289], [-1.4417, -4.0608, 0.3595], [0.5183, -5.5453, 0.1188], [2.7188, -4.6150, -0.4868], [2.9836, -2.1840, -0.8502], [0.3078, 2.6894, 0.1158], [0.1330, 3.7517, 2.3403], [0.9537, 2.5667, 4.3390], [1.8261, 0.2611, 4.1489], [1.8216, -0.8984, 1.9624], [3.7390, 0.5819, 0.3439], [5.8828, 0.9261, -0.8249], [5.9666, 0.9034, -3.2924], [3.9178, 0.4872, -4.6095], [1.7579, 0.1329, -3.4546]],
  "forces_ev_per_a": [[-1.306, -0.506, 0.299], [1.019, 0.303, -1.000], [-0.516, -0.354, 0.306], [0.192, 0.277, 0.111], [-0.108, -0.127, 0.143], [0.015, 0.135, -0.141], [-0.170, -0.147, 0.013], [0.008, -0.085, 0.022], [0.939, 0.714, -0.632], [0.068, 0.022, -0.037], [0.024, -0.010, -0.015], [0.004, 0.033, 0.019], [0.025, -0.015, 0.041], [-0.115, 0.020, 0.324], [0.665, -0.281, -0.696], [-0.243, 0.136, 0.055], [0.254, -0.605, 0.595], [0.057, -0.040, -0.027], [-0.016, 0.003, 0.007], [-0.064, 0.033, -0.004], [0.055, -0.009, 0.036], [-0.877, 0.537, 0.962], [0.243, -0.454, 0.132], [-0.114, -0.059, -0.113], [0.149, -0.041, 0.012], [0.086, 0.031, -0.003], [-0.046, -0.012, 0.003], [0.040, -0.005, 0.028], [-0.012, 0.049, -0.031], [0.033, 0.233, 0.005], [0.093, 0.020, -0.083], [-0.153, 0.096, -0.174], [0.032, -0.100, 0.108], [-0.013, 0.016, -0.053], [-0.082, -0.014, 0.105], [-0.088, 0.187, -0.293], [-0.055, 0.054, 0.001], [0.005, -0.020, 0.014], [0.005, 0.026, 0.007], [-0.036, -0.013, -0.038], [0.087, 0.005, 0.103], [-0.111, -0.027, 0.004], [0.003, 0.023, -0.019], [0.004, 0.056, -0.007], [-0.017, 0.030, 0.009], [-0.035, -0.059, -0.017], [0.055, 0.016, 0.003], [0.007, -0.040, -0.024], [0.010, -0.027, -0.030], [-0.028, 0.008, -0.017], [-0.007, 0.021, 0.036], [0.015, 0.000, -0.044], [-0.022, 0.006, -0.024], [-0.019, -0.039, 0.009], [0.010, 0.020, 0.032], [0.050, -0.025, -0.021]]
}

***

# 3
{
  "formula": "C24H23N3O4",
  "method": "ωB97M-V with the def2-TZVPD basis set",
  "homo_ev": -8.15,
  "mol_weight_g_mol": 417.46,
  "orbital_gap_ev": 8.57,
  "e_above_lowest_ev": 1.8014,
  "e_lumo_ha": 0.0154,
  "smiles": "COc1ccc(Cc2nc3ccc(C(=O)NCCc4ccncc4)cc3o2)cc1OC",
  "fmax_ev_per_a": 1.29,
  "energy_ev": -37921.739,
  "elements": ["C", "H", "O", "C", "C", "C", "C", "C", "C", "O", "C", "H", "H", "H", "H", "C", "C", "N", "C", "C", "C", "C", "C", "C", "O", "H", "C", "O", "N", "H", "C", "H", "H", "C", "C", "C", "C", "N", "C", "C", "H", "H", "H", "H", "H", "H", "H", "H", "H", "H", "H", "H", "H", "H"],
  "xyz": [[-7.0555, -0.3942, -2.1838], [-7.7763, 0.2025, -1.6147], [-6.1634, -1.0747, -1.3376], [-5.3666, -0.3390, -0.5142], [-5.3494, 1.0427, -0.4407], [-4.4946, 1.6956, 0.4375], [-3.6541, 0.9736, 1.2602], [-3.6567, -0.4173, 1.1891], [-4.4988, -1.0833, 0.3173], [-4.5726, -2.4362, 0.1805], [-3.7393, -3.2341, 0.9824], [-2.6799, -3.0312, 0.7922], [-3.9493, -3.0940, 2.0483], [-3.9634, -4.2630, 0.7052], [-2.9851, -0.9696, 1.8273], [-2.6897, 1.6779, 2.1866], [-1.4287, 1.9185, 1.4407], [-1.0337, 3.0432, 0.9534], [0.1481, 2.7647, 0.3064], [1.0444, 3.5731, -0.3793], [2.1662, 2.9668, -0.9026], [2.3991, 1.5912, -0.7770], [1.5155, 0.7722, -0.0829], [0.4022, 1.3848, 0.4529], [-0.6146, 0.8593, 1.1836], [1.7016, -0.2787, 0.0755], [3.6620, 1.0451, -1.3546], [4.7092, 1.6603, -1.3391], [3.5401, -0.1776, -1.9311], [2.6522, -0.6518, -1.8973], [4.6947, -0.9377, -2.3446], [4.5531, -1.3067, -3.3650], [5.5336, -0.2384, -2.3286], [4.9608, -2.1138, -1.3884], [4.9126, -1.6295, 0.0326], [5.8896, -0.7797, 0.5381], [5.7515, -0.2978, 1.8292], [4.7367, -0.6046, 2.6195], [3.8121, -1.4196, 2.1451], [3.8504, -1.9555, 0.8678], [3.0673, -2.6204, 0.5299], [2.9984, -1.6488, 2.8216], [6.4872, 0.3717, 2.2540], [6.7341, -0.4888, -0.0663], [5.9409, -2.5360, -1.6161], [4.2066, -2.8896, -1.5404], [2.9062, 3.5501, -1.4290], [0.8653, 4.6303, -0.4832], [-2.4805, 1.0572, 3.0592], [-3.0879, 2.6414, 2.5002], [-4.4888, 2.7738, 0.4734], [-5.9995, 1.6313, -1.0676], [-6.5270, 0.2536, -2.8913], [-7.5862, -1.1695, -2.7342]],
  "forces_ev_per_a": [[-0.142, 0.132, -0.137], [0.038, -0.013, -0.022], [0.311, -0.070, 0.312], [0.006, -0.143, -0.017], [-0.138, -0.208, -0.173], [0.157, -0.083, 0.217], [-0.244, 0.111, 0.016], [-0.109, -0.195, -0.067], [-0.099, -0.092, -0.125], [-0.191, 0.376, -0.170], [0.144, -0.123, 0.141], [-0.041, 0.006, 0.018], [0.020, 0.009, -0.042], [0.051, 0.057, 0.054], [0.051, -0.118, 0.058], [0.075, -0.291, -0.222], [0.137, 0.726, 0.003], [-0.592, 0.234, 0.370], [0.485, -1.071, -0.059], [-0.156, -0.136, 0.106], [0.181, -0.070, -0.089], [-0.127, 0.204, 0.203], [-0.224, -0.113, 0.126], [0.337, 1.132, -0.527], [-0.130, -0.400, 0.208], [0.073, -0.116, -0.007], [-0.204, -0.014, -0.087], [0.186, 0.222, 0.021], [-0.127, -0.356, -0.181], [-0.002, 0.172, 0.002], [0.163, -0.112, -0.027], [0.093, 0.072, 0.070], [-0.079, -0.126, -0.093], [-0.004, 0.232, -0.080], [0.024, -0.124, 0.123], [-0.165, -0.127, 0.064], [0.248, 0.047, -0.219], [-0.055, 0.182, 0.516], [-0.218, -0.176, -0.103], [0.169, 0.053, 0.004], [-0.069, -0.059, -0.025], [-0.106, -0.077, -0.004], [0.115, 0.059, -0.050], [0.105, 0.081, -0.073], [-0.022, -0.088, -0.034], [0.055, -0.042, 0.009], [0.072, 0.052, -0.028], [-0.014, 0.139, -0.031], [-0.041, 0.071, 0.055], [0.104, -0.051, 0.022], [-0.001, 0.142, 0.005], [-0.091, 0.004, -0.087], [-0.021, -0.015, 0.041], [0.011, 0.093, 0.013]]
}

***

# 4
{
  "formula": "C24H24BN12O3PtS",
  "method": "ωB97M-V with the def2-TZVPD basis set",
  "total_charge": 2,
  "homo_ev": [-13.94, -13.94],
  "mol_weight_g_mol": 766.49,
  "orbital_gap_ev": [8.21, 4.96],
  "spin_multiplicity": 2,
  "e_above_lowest_ev": 0.3163,
  "e_lumo_ha": [-0.2106, -0.3300],
  "fmax_ev_per_a": 0.56,
  "energy_ev": -64046.714,
  "elements": ["Pt", "C", "C", "N", "N", "C", "B", "N", "C", "C", "C", "N", "N", "C", "C", "C", "N", "N", "C", "C", "C", "N", "H", "H", "H", "H", "H", "H", "H", "H", "H", "H", "H", "H", "N", "C", "C", "C", "C", "C", "C", "S", "O", "O", "N", "C", "N", "C", "C", "C", "N", "H", "H", "H", "H", "H", "H", "H", "H", "H", "C", "C", "O", "H", "H", "H"],
  "xyz": [[1.4957, -0.2703, -0.5854], [3.6203, -0.5157, 3.0537], [3.6225, -0.6485, 1.6747], [2.5563, -0.0334, 1.1549], [1.8466, 0.4991, 2.1870], [2.4750, 0.2056, 3.3327], [0.4950, 1.2740, 1.9846], [-0.5882, 0.1969, 1.6777], [-1.7326, -0.1772, 2.2753], [-2.1156, -1.3977, 1.7475], [-1.1179, -1.7149, 0.8244], [-0.2021, -0.7533, 0.8003], [0.6804, 2.1758, 0.7371], [0.5689, 3.5090, 0.6416], [1.0509, 3.9081, -0.5881], [1.4692, 2.7416, -1.2162], [1.2410, 1.7105, -0.4024], [0.1596, 2.1374, 3.1603], [0.9723, 2.9364, 3.9100], [0.1801, 3.7954, 4.6194], [-1.1318, 3.4702, 4.2200], [-1.1440, 2.4919, 3.3363], [4.3527, -0.8799, 3.7516], [4.3410, -1.1400, 1.0448], [2.0754, 0.5339, 4.2769], [-2.1740, 0.4507, 3.0294], [-2.9687, -1.9905, 2.0272], [-1.0135, -2.5939, 0.2066], [0.1555, 4.0776, 1.4589], [1.0928, 4.9069, -0.9839], [1.8875, 2.5937, -2.1944], [2.0460, 2.8576, 3.8693], [0.4947, 4.5472, 5.3214], [-2.0604, 3.9114, 4.5454], [-6.1253, -0.8462, -1.0736], [-4.8952, -0.6482, -1.5125], [-4.1284, 0.4570, -1.0132], [-2.8752, 0.6727, -1.4999], [-2.3531, -0.1975, -2.4753], [-3.0782, -1.3014, -2.9641], [-4.3353, -1.5332, -2.4932], [-0.7247, 0.1416, -3.1385], [-0.6853, -0.4269, -4.4382], [-0.4757, 1.5193, -2.8817], [0.2088, -0.6972, -2.1123], [0.4704, -2.0391, -2.1741], [-0.1045, -2.9536, -2.9214], [0.4267, -4.1746, -2.8331], [1.4980, -4.4908, -2.0030], [1.9841, -3.4876, -1.1908], [1.4476, -2.2698, -1.2610], [-6.5534, -0.2215, -0.4035], [-6.6970, -1.6018, -1.4275], [-4.5621, 1.1158, -0.2716], [-2.2810, 1.5121, -1.1633], [-2.6307, -1.9319, -3.7209], [-4.9288, -2.3597, -2.8632], [-0.0294, -4.9368, -3.4535], [1.9127, -5.4863, -1.9719], [2.7743, -3.6483, -0.4690], [4.2833, -0.8168, -1.6530], [3.0635, 0.0395, -1.8830], [2.9644, 0.8089, -2.7741], [5.0882, -0.1660, -1.3050], [4.5868, -1.2311, -2.6147], [4.1237, -1.6158, -0.9383]],
  "forces_ev_per_a": [[-0.238, 0.290, -0.109], [-0.023, 0.025, -0.019], [0.021, -0.016, -0.007], [-0.091, -0.222, 0.009], [0.045, 0.044, 0.034], [0.022, 0.010, 0.014], [-0.164, 0.030, -0.026], [0.223, -0.074, 0.245], [0.006, -0.046, -0.016], [0.055, 0.019, -0.019], [-0.088, -0.011, 0.026], [-0.103, 0.176, -0.241], [0.243, -0.054, 0.009], [-0.051, -0.011, 0.046], [-0.011, -0.017, -0.024], [-0.058, 0.050, -0.039], [-0.094, -0.002, 0.156], [-0.007, -0.071, -0.001], [0.011, 0.055, -0.029], [0.020, 0.000, -0.022], [-0.018, 0.001, -0.004], [0.002, -0.006, 0.042], [0.003, -0.004, -0.004], [0.008, -0.020, -0.004], [-0.013, 0.008, 0.000], [-0.003, -0.004, -0.010], [-0.001, 0.002, 0.004], [-0.016, 0.021, -0.027], [0.002, 0.007, -0.003], [0.011, 0.000, 0.001], [-0.027, 0.011, 0.012], [0.009, -0.017, 0.006], [-0.001, -0.004, 0.007], [-0.001, 0.000, -0.001], [-0.078, 0.004, 0.001], [0.114, 0.015, -0.026], [-0.046, -0.062, -0.037], [0.029, -0.041, 0.011], [0.091, 0.031, -0.059], [0.049, 0.052, -0.013], [-0.041, 0.055, 0.057], [-0.519, 0.205, -0.051], [0.065, -0.077, -0.014], [0.053, 0.005, -0.015], [0.426, -0.256, -0.087], [0.143, -0.081, 0.091], [-0.001, 0.015, -0.023], [-0.023, -0.008, -0.011], [-0.008, 0.033, 0.022], [-0.086, -0.077, 0.199], [0.115, 0.147, 0.017], [0.006, -0.009, 0.002], [0.006, 0.000, 0.008], [-0.012, -0.013, 0.005], [0.003, 0.006, -0.007], [0.001, 0.000, -0.003], [-0.009, 0.001, 0.009], [-0.003, 0.005, -0.005], [0.004, 0.001, 0.001], [0.005, 0.003, -0.003], [0.047, 0.024, -0.038], [0.131, -0.128, -0.022], [-0.132, -0.006, -0.007], [-0.010, 0.002, 0.021], [0.004, 0.014, -0.006], [0.001, -0.028, -0.023]]
}